The following is a quantum chemistry calculation of 20 unconnected molecules or ions with the total composition C40H120O20, from OMol25.

- LUMO level (eV) = 0.32
- charge = 0
- total energy (eV) = -84369.0349
- energy relative to the best compared isomer or geometry (same formula, charge and spin) (kJ/mol) = 361.6

Each line ends with the Löwdin charge.
Cartesian coordinates (Å):
C1 4.103 -4.162 0.396  -0.0759
C2 2.934 -4.078 -0.681  -0.2381
O1 1.767 -3.567 0.031  -0.1186
H1 3.791 -4.712 1.317  0.0756
H2 4.472 -3.185 0.691  0.0313
H3 4.957 -4.786 -0.027  0.0868
H4 2.789 -5.040 -1.121  0.0909
H5 3.193 -3.431 -1.528  0.0795
H6 0.953 -3.746 -0.473  0.0364
C3 3.526 1.547 0.082  -0.0741
C4 2.675 2.446 0.939  -0.2641
O2 3.317 3.773 1.041  -0.1036
H7 3.641 2.090 -0.872  0.0594
H8 3.061 0.585 -0.035  0.0623
H9 4.532 1.541 0.559  0.0902
H10 2.602 1.921 1.882  0.0768
H11 1.660 2.537 0.497  0.1130
H12 2.778 4.419 0.550  0.0494
C5 -0.743 2.070 -5.421  -0.0601
C6 0.153 3.317 -5.399  -0.2894
O3 1.434 3.050 -5.929  -0.0624
H13 -0.157 1.220 -4.905  0.0998
H14 -1.182 1.815 -6.367  0.0675
H15 -1.615 2.350 -4.897  0.0484
H16 0.290 3.640 -4.401  0.0738
H17 -0.357 4.140 -5.946  0.1281
H18 1.357 3.096 -6.848  0.0672
C7 -0.263 -1.993 -4.015  -0.0619
C8 -1.672 -1.625 -3.547  -0.2900
O4 -2.549 -2.695 -3.223  -0.0869
H19 0.304 -2.315 -3.152  0.0581
H20 0.243 -1.186 -4.431  0.0320
H21 -0.244 -2.795 -4.803  0.0963
H22 -2.162 -0.834 -4.146  0.1248
H23 -1.429 -1.073 -2.658  0.0690
H24 -3.181 -2.912 -3.956  0.0945
C9 -2.419 0.095 4.514  -0.0607
C10 -3.321 0.315 3.309  -0.2618
O5 -3.409 -0.937 2.584  -0.1492
H25 -2.113 1.047 4.989  0.0773
H26 -1.533 -0.250 4.039  0.0549
H27 -2.817 -0.674 5.208  0.0775
H28 -2.914 1.118 2.632  0.1196
H29 -4.354 0.510 3.509  0.0974
H30 -4.124 -1.428 3.067  0.0534
C11 3.940 1.963 -3.927  -0.0634
C12 3.842 1.117 -5.227  -0.2422
O6 2.580 0.391 -5.170  -0.1147
H31 3.056 2.628 -3.851  0.0363
H32 4.937 2.515 -3.871  0.1014
H33 3.929 1.314 -3.029  0.0615
H34 4.599 0.341 -5.322  0.1065
H35 3.893 1.654 -6.150  0.0957
H36 1.955 1.001 -5.499  0.0170
C13 -3.878 -0.082 8.011  -0.0649
C14 -4.835 0.513 6.953  -0.3048
O7 -5.770 -0.488 6.589  -0.1036
H37 -3.232 0.623 8.531  0.0729
H38 -3.312 -0.901 7.569  0.0640
H39 -4.479 -0.527 8.840  0.0857
H40 -4.371 0.928 6.098  0.0668
H41 -5.392 1.354 7.399  0.1168
H42 -6.487 0.003 6.111  0.1238
C15 3.534 -1.480 2.948  -0.0578
C16 2.001 -1.528 2.763  -0.2879
O8 1.364 -0.273 2.874  -0.0860
H43 4.010 -0.753 2.374  0.0408
H44 3.950 -2.444 2.689  0.0491
H45 3.773 -1.317 4.051  0.0923
H46 1.576 -2.228 3.480  0.1170
H47 1.847 -1.952 1.786  0.0711
H48 0.706 -0.377 2.184  0.0214
C17 -6.576 -4.218 4.321  -0.0895
C18 -5.197 -3.579 4.310  -0.2848
O9 -5.233 -2.153 4.351  -0.1171
H49 -6.673 -5.211 3.892  0.0716
H50 -7.318 -3.632 3.782  0.0731
H51 -6.934 -4.268 5.341  0.0659
H52 -4.677 -3.967 3.373  0.1311
H53 -4.613 -3.921 5.157  0.1078
H54 -5.593 -1.730 5.149  0.0622
C19 -1.443 3.508 -0.335  -0.1103
C20 -2.196 2.889 -1.483  -0.2824
O10 -1.496 1.660 -1.863  -0.1315
H55 -0.358 3.387 -0.596  0.0609
H56 -1.501 2.979 0.632  0.0650
H57 -1.569 4.590 -0.051  0.0874
H58 -2.208 3.574 -2.379  0.1111
H59 -3.282 2.636 -1.236  0.1258
H60 -1.798 0.889 -1.332  0.0474
C21 -3.716 4.914 3.710  -0.0542
C22 -2.614 4.221 4.559  -0.2996
O11 -1.845 3.531 3.618  -0.0871
H61 -4.171 4.277 2.946  0.0740
H62 -3.170 5.672 3.100  0.0844
H63 -4.354 5.355 4.402  0.0403
H64 -2.943 3.507 5.219  0.0684
H65 -2.055 4.903 5.129  0.0992
H66 -1.011 3.226 3.934  0.0373
C23 -6.386 -3.895 -4.757  -0.0695
C24 -6.290 -2.416 -4.531  -0.3245
O12 -4.966 -1.996 -4.647  -0.0662
H67 -6.115 -4.182 -5.750  0.0710
H68 -7.445 -4.156 -4.580  0.0907
H69 -5.844 -4.458 -4.125  0.0310
H70 -6.651 -2.224 -3.510  0.1077
H71 -6.968 -1.827 -5.107  0.1019
H72 -4.809 -1.470 -3.887  0.0292
C25 2.256 4.704 -2.649  -0.0580
C26 1.200 5.571 -1.865  -0.3013
O13 1.612 5.571 -0.535  -0.0969
H73 3.240 5.242 -2.524  0.0987
H74 2.094 4.599 -3.739  0.0609
H75 2.401 3.771 -2.112  0.0512
H76 0.192 5.166 -2.003  0.0874
H77 1.130 6.589 -2.230  0.1050
H78 0.967 5.784 0.159  0.1123
C27 -5.319 -2.339 0.415  -0.0581
C28 -5.580 -1.086 -0.513  -0.2185
O14 -4.925 -1.282 -1.803  -0.0898
H79 -4.261 -2.727 0.367  0.0647
H80 -5.979 -3.218 0.255  0.0796
H81 -5.479 -2.016 1.454  0.0485
H82 -5.243 -0.137 -0.086  0.1026
H83 -6.591 -0.908 -0.749  0.0881
H84 -4.091 -1.625 -1.608  0.0115
C29 2.763 -2.831 -5.796  -0.0717
C30 2.984 -2.954 -4.308  -0.3428
O15 3.059 -1.815 -3.494  -0.0954
H85 3.161 -1.898 -6.114  0.0458
H86 1.639 -2.642 -6.010  0.0904
H87 3.137 -3.616 -6.388  0.0598
H88 3.954 -3.445 -4.235  0.1037
H89 2.257 -3.699 -3.941  0.1076
H90 2.619 -1.074 -3.951  0.0551
C31 -1.711 -6.114 -0.854  -0.0762
C32 -1.792 -4.738 -0.164  -0.2669
O16 -0.905 -3.857 -0.838  -0.1249
H91 -1.923 -5.970 -1.909  0.0693
H92 -2.433 -6.842 -0.447  0.0781
H93 -0.720 -6.495 -0.791  0.0588
H94 -1.431 -4.823 0.908  0.1366
H95 -2.816 -4.274 -0.260  0.1070
H96 -1.092 -3.709 -1.763  0.0589
C33 7.007 -1.691 -0.786  -0.0626
C34 6.848 -1.821 -2.302  -0.3329
O17 5.660 -2.459 -2.595  -0.0931
H97 8.023 -1.500 -0.463  0.0729
H98 6.606 -2.532 -0.339  0.0248
H99 6.326 -0.889 -0.485  0.0702
H100 7.627 -2.449 -2.741  0.1072
H101 6.864 -0.857 -2.835  0.1117
H102 4.868 -1.922 -2.763  0.0532
C35 3.169 1.622 5.309  -0.0755
C36 2.194 2.744 4.864  -0.2872
O18 0.874 2.206 4.723  -0.0800
H103 3.166 0.872 4.511  0.0351
H104 2.827 1.195 6.261  0.0715
H105 4.263 1.983 5.403  0.1069
H106 2.663 3.000 3.909  0.0895
H107 2.129 3.634 5.465  0.1049
H108 1.013 1.546 4.065  0.0234
C37 8.051 5.315 1.469  -0.1229
C38 6.841 4.804 0.699  -0.3574
O19 6.149 3.858 1.518  -0.1076
H109 8.552 6.025 0.698  0.0979
H110 8.625 4.422 1.695  0.0620
H111 7.764 5.882 2.411  0.0868
H112 7.307 4.343 -0.223  0.1087
H113 6.103 5.666 0.389  0.1378
H114 5.225 3.787 1.250  0.0215
C39 0.119 -0.816 -0.353  -0.0719
C40 -0.981 -0.736 0.679  -0.3090
O20 -2.276 -0.802 0.053  -0.1403
H115 0.054 0.038 -1.069  0.0805
H116 -0.027 -1.685 -0.967  0.0386
H117 1.103 -0.822 0.125  0.0612
H118 -0.991 0.145 1.329  0.0969
H119 -0.829 -1.714 1.366  0.1621
H120 -2.983 -0.886 0.835  0.0972